# 1
An isolated ion of composition C6H11N4 and charge +1. Source: OMol25; level of theory: the ωB97M-V functional and the def2-TZVPD basis.

Computed properties:
2S+1: 3
<S²>: 2.0131
ΔE to the lowest compared entry with this formula, charge and spin (kJ/mol): 332.6
Charge: +1

Element x y z (Å)
C  -1.28103  0.40202  -0.09991
C  1.27644  -0.56519  -1.19421
C  0.32700  -0.55671  -0.00889
C  1.47025  0.43488  0.01504
C  2.71075  0.13972  0.88337
C  -3.66414  0.00607  0.63643
N  -1.10493  1.62488  -0.53299
N  0.01431  2.18850  -0.75081
N  1.15854  1.77909  -0.39313
N  -2.28662  -0.29732  0.17605
H  1.87972  -1.41577  -1.19735
H  0.99357  -0.07553  -2.10725
H  0.26187  -1.38721  0.73111
H  2.87597  -1.00552  1.02493
H  2.43504  0.65518  1.81956
H  3.57280  0.68689  0.48365
H  -4.23198  0.51156  -0.15987
H  -3.60105  0.90890  1.36866
H  -4.08760  -0.84107  0.98676
H  1.88469  2.43800  -0.74352
H  -2.06588  -1.26320  0.24561

Forces on atoms 1 to 3 (eV/Å):
6.075 0.116 -1.417
-1.554 1.636 1.743
-2.151 2.799 0.047

Charges in e, computed with natural (NBO), in the same order as the atoms:
1 C 0.483
2 C -0.419
3 C -0.211
4 C 0.084
5 C -0.611
6 C -0.410
7 N -0.154
8 N 0.129
9 N -0.361
10 N -0.533
11 H 0.241
12 H 0.241
13 H 0.257
14 H 0.251
15 H 0.232
16 H 0.237
17 H 0.232
18 H 0.229
19 H 0.228
20 H 0.434
21 H 0.422

# 2
An isolated ion of composition C6H11N4S and charge +1. Source: OMol25; level of theory: the ωB97M-V functional and the def2-TZVPD basis.

Computed properties:
2S+1: 1
ΔE to the lowest compared entry with this formula, charge and spin (kJ/mol): 322.3
Charge: +1

Element x y z (Å)
N  2.67211  -0.05067  0.18135
C  1.78678  1.02851  0.34226
C  0.48355  0.52961  0.07814
N  0.22008  -0.60825  -0.43295
C  -1.22660  -1.22002  -0.75667
S  -1.35150  -2.74876  0.17524
N  -2.10309  -0.17812  -0.34726
C  -2.43184  0.08343  1.04697
C  -3.23835  1.21298  0.96086
N  -3.35175  1.64240  -0.29778
C  -2.68394  0.86465  -1.05833
H  3.60181  0.21145  0.16791
H  2.55751  -0.64927  0.91412
H  2.16450  1.90103  -0.24864
H  1.65749  1.62475  1.30443
H  -0.43076  1.26191  0.20353
H  1.10992  -1.10753  -0.51457
H  -1.11070  -1.61008  -1.79874
H  -1.03722  -3.72910  -0.85594
H  -2.33652  -0.63817  1.83734
H  -3.67985  1.80686  1.81081
H  -2.48720  1.19604  -2.10610

Forces on atoms 1 to 3 (eV/Å):
-0.309 0.406 -1.350
1.072 2.356 0.931
-5.197 2.782 -1.599

Charges in e, computed with natural (NBO), in the same order as the atoms:
1 N -0.814
2 C -0.342
3 C 0.268
4 N -0.477
5 C 0.005
6 S 0.036
7 N -0.435
8 C -0.157
9 C -0.037
10 N -0.426
11 C 0.196
12 H 0.395
13 H 0.364
14 H 0.289
15 H 0.239
16 H 0.254
17 H 0.445
18 H 0.281
19 H 0.192
20 H 0.249
21 H 0.241
22 H 0.234

# 3
A 2-piece molecular cluster, C6H11N5 overall. Source: OMol25; level of theory: the ωB97M-V functional and the def2-TZVPD basis.

Computed properties:
2S+1: 1
ΔE to the lowest compared entry with this formula, charge and spin (kJ/mol): 380.1

Element x y z (Å)
C  2.92979  0.69083  0.81909
C  1.91666  -0.85433  -0.20078
C  -1.17615  -2.00646  0.00932
C  -2.27881  1.97123  -0.64188
C  -0.85673  1.63007  -0.16198
C  -0.16966  0.55749  -0.59244
N  3.06481  -0.54671  0.31789
N  1.83141  1.30968  0.47514
N  -1.09505  -1.69694  1.24902
N  1.15516  0.33369  -0.22020
N  1.41111  -1.85628  -0.84110
H  3.63776  1.13774  1.43156
H  -2.01787  -1.60142  -0.49645
H  -2.48697  3.05116  -0.36769
H  -2.35440  1.97172  -1.71552
H  -2.88226  1.30297  -0.12901
H  -0.19075  -1.72842  1.62679
H  -0.42154  2.32322  0.47358
H  -0.61580  -0.09364  -1.34881
H  -1.81947  -1.23451  1.84019
H  1.97755  -2.68619  -0.99722
H  0.44120  -1.97489  -0.52949

Forces on atoms 1 to 3 (eV/Å):
-1.356 0.260 -1.502
0.205 5.042 -0.249
0.866 -0.022 -0.600

Charges in e, computed with natural (NBO), in the same order as the atoms:
1 C 0.168
2 C 0.535
3 C -0.086
4 C -0.643
5 C -0.209
6 C -0.047
7 N -0.555
8 N -0.314
9 N -0.682
10 N -0.266
11 N -0.842
12 H 0.188
13 H 0.132
14 H 0.217
15 H 0.218
16 H 0.208
17 H 0.387
18 H 0.218
19 H 0.213
20 H 0.375
21 H 0.401
22 H 0.386

# 4
C6H11N5 as an isolated structure. Source: OMol25; level of theory: the ωB97M-V functional and the def2-TZVPD basis.

Computed properties:
2S+1: 1
ΔE to the lowest compared entry with this formula, charge and spin (kJ/mol): 676.3

Element x y z (Å)
C  2.30076  -0.43090  -0.22853
C  0.87887  1.46506  0.25609
C  -0.65263  1.57354  0.56620
C  -1.66617  0.45674  0.12255
C  -3.00352  0.38888  -0.47602
C  -1.86439  -1.64255  0.00314
H  2.41535  -2.06123  0.99803
H  1.02886  -1.44739  1.08209
H  4.08069  -1.24787  -0.43817
H  1.90059  0.90878  -1.75171
H  1.27430  0.86706  1.21453
H  1.37381  2.51141  -0.10735
H  -0.98892  1.93680  1.69831
H  -1.07229  2.61771  -0.21795
H  -3.83280  1.43747  -0.69943
H  -3.63391  -1.56254  -1.21592
H  -1.39943  -2.74034  -0.07514
N  1.87559  -1.15669  0.88840
N  3.50472  -0.53685  -0.76641
N  1.37837  0.55513  -0.82645
N  -3.04582  -1.01687  -0.40402
N  -0.85201  -0.87537  0.37774

Forces on atoms 1 to 3 (eV/Å):
1.387 0.249 -2.293
1.498 -0.282 0.482
-4.239 4.383 -2.002

Charges in e, computed with natural (NBO), in the same order as the atoms:
1 C 0.596
2 C -0.259
3 C -0.431
4 C 0.088
5 C -0.140
6 C 0.180
7 H 0.375
8 H 0.401
9 H 0.334
10 H 0.416
11 H 0.232
12 H 0.224
13 H 0.245
14 H 0.168
15 H 0.298
16 H 0.414
17 H 0.222
18 N -0.841
19 N -0.787
20 N -0.663
21 N -0.586
22 N -0.486

# 5
C6H11N5S as an isolated structure. Source: OMol25; level of theory: the ωB97M-V functional and the def2-TZVPD basis.

Computed properties:
2S+1: 1
ΔE to the lowest compared entry with this formula, charge and spin (kJ/mol): 102.4
Charge: +2

Element x y z (Å)
C  -2.95281  0.31750  0.25467
C  -0.92876  1.03622  0.74739
C  0.01516  -1.40142  -0.05905
C  2.20100  -0.34385  0.42383
C  -0.82754  0.26167  -0.55340
C  -0.08103  0.62125  -1.81642
N  -2.27289  0.88559  1.20537
N  1.42979  -1.36981  0.02368
N  -2.18701  -0.12017  -0.71665
N  0.02777  1.57542  1.31102
N  3.49791  -0.49267  0.54637
S  -0.75919  -2.73881  0.17650
H  -3.98535  0.12844  0.28985
H  1.60944  0.65864  0.57061
H  -0.69909  1.47713  -2.21376
H  0.02628  -0.34498  -2.50580
H  0.88354  0.86194  -1.55777
H  -2.71560  1.07662  2.09053
H  1.94199  -2.25127  -0.25358
H  -2.28053  -0.79019  -1.44993
H  -0.02504  2.09009  2.17347
H  4.04484  0.21154  1.03118
H  4.03711  -1.34890  0.28189

Forces on atoms 1 to 3 (eV/Å):
0.266 -1.862 -1.079
0.534 0.005 0.495
-0.145 2.418 -0.052

Charges in e, computed with natural (NBO), in the same order as the atoms:
1 C 0.432
2 C 0.411
3 C -0.038
4 C 0.376
5 C 0.107
6 C -0.628
7 N -0.541
8 N -0.621
9 N -0.519
10 N -0.615
11 N -0.684
12 S 0.284
13 H 0.270
14 H 0.293
15 H 0.270
16 H 0.262
17 H 0.231
18 H 0.476
19 H 0.446
20 H 0.470
21 H 0.414
22 H 0.456
23 H 0.448

# 6
A 2-piece molecular cluster, C6H11NO overall. Source: OMol25; level of theory: the ωB97M-V functional and the def2-TZVPD basis.

Computed properties:
2S+1: 1
ΔE to the lowest compared entry with this formula, charge and spin (kJ/mol): 188.4

Element x y z (Å)
H  1.08750  2.27047  0.19902
N  0.85267  1.35642  -0.18122
C  0.26048  0.57917  0.63584
C  -0.11383  0.98433  2.03359
C  -0.13477  -0.76803  0.17301
C  -1.10067  -1.44549  0.80812
C  0.49923  -1.38051  -0.99629
C  1.69145  -1.09300  -1.50432
H  0.10311  0.19621  2.75073
H  0.41936  1.88863  2.32160
H  -1.18180  1.19824  2.06439
H  -1.68479  -1.02626  1.60754
H  -1.39072  -2.42913  0.47662
H  -0.07406  -2.19148  -1.43343
H  2.27641  -0.27664  -1.11490
H  2.08865  -1.64631  -2.33994
O  -1.50757  1.41824  -1.68168
H  -1.53950  0.86571  -2.46481
H  -0.55116  1.49944  -1.35388

Forces on atoms 1 to 3 (eV/Å):
-0.132 -0.086 0.321
0.155 0.030 -0.130
0.166 0.532 0.225

Charges in e, computed with natural (NBO), in the same order as the atoms:
1 H 0.349
2 N -0.680
3 C 0.337
4 C -0.686
5 C -0.115
6 C -0.315
7 C -0.221
8 C -0.345
9 H 0.231
10 H 0.221
11 H 0.240
12 H 0.198
13 H 0.200
14 H 0.202
15 H 0.212
16 H 0.198
17 O -0.986
18 H 0.468
19 H 0.492

# 7
One molecule with the formula C6H11NO. Source: OMol25; level of theory: the ωB97M-V functional and the def2-TZVPD basis.

Computed properties:
2S+1: 1
ΔE to the lowest compared entry with this formula, charge and spin (kJ/mol): 884.8

Element x y z (Å)
C  2.02906  0.87799  1.15830
O  0.61921  1.25755  1.10179
C  0.01862  0.16485  0.66161
C  -1.47552  0.46989  0.30669
C  -1.84680  -0.21857  -0.96204
C  -0.61464  -1.09765  -0.90221
N  0.75115  -1.35870  -1.59949
C  0.53232  -0.04520  -0.69750
H  2.52074  0.45182  2.09349
H  2.80625  1.89550  1.31588
H  2.21383  0.42522  0.09808
H  0.12886  -0.83881  1.27944
H  -1.81061  1.51731  0.64653
H  -1.69224  -0.10154  1.27463
H  -3.04898  -0.46214  -1.02955
H  -1.78697  0.34470  -1.91659
H  -0.72113  -1.72058  0.01361
H  0.80931  -2.28209  -1.25227
H  0.56754  0.72046  -1.59041

Forces on atoms 1 to 3 (eV/Å):
3.312 4.021 -0.085
3.762 1.808 3.562
0.024 -0.896 -1.126

Charges in e, computed with natural (NBO), in the same order as the atoms:
1 C -0.328
2 O -0.518
3 C 0.078
4 C -0.462
5 C -0.440
6 C -0.075
7 N -0.571
8 C -0.172
9 H 0.212
10 H 0.185
11 H 0.224
12 H 0.172
13 H 0.246
14 H 0.222
15 H 0.226
16 H 0.221
17 H 0.162
18 H 0.359
19 H 0.259

# 8
One molecule with the formula C6H11NO. Source: OMol25; level of theory: the ωB97M-V functional and the def2-TZVPD basis.

Computed properties:
2S+1: 1
ΔE to the lowest compared entry with this formula, charge and spin (kJ/mol): 261.2

Element x y z (Å)
C  0.97113  0.75027  2.02290
C  0.35639  1.37616  0.73669
C  -0.30242  0.27861  -0.25108
C  -1.20130  0.94895  -1.29099
N  1.11985  -0.35797  -0.90953
C  0.83715  -1.55591  -0.94502
C  -0.46476  -2.00226  -0.42896
O  -0.99038  -0.85012  0.14591
H  0.27894  0.10997  2.63171
H  1.38586  1.47585  2.78749
H  1.76610  0.08686  1.55335
H  1.16767  1.75971  0.15406
H  -0.59718  2.01708  0.80968
H  -2.20840  1.12267  -0.91694
H  -1.13637  0.32963  -2.20077
H  -0.78854  1.91993  -1.43649
H  1.49718  -2.22149  -1.31418
H  -1.17206  -2.26022  -1.29172
H  -0.51887  -2.92771  0.14388

Forces on atoms 1 to 3 (eV/Å):
0.057 -0.408 -0.109
-3.683 -1.795 0.755
3.364 0.457 -1.115

Charges in e, computed with natural (NBO), in the same order as the atoms:
1 C -0.633
2 C -0.432
3 C 0.434
4 C -0.663
5 N -0.395
6 C 0.056
7 C -0.132
8 O -0.537
9 H 0.213
10 H 0.219
11 H 0.218
12 H 0.232
13 H 0.199
14 H 0.227
15 H 0.219
16 H 0.212
17 H 0.179
18 H 0.176
19 H 0.206

# 9
One molecule with the formula C6H11NO. Source: OMol25; level of theory: the ωB97M-V functional and the def2-TZVPD basis.

Computed properties:
2S+1: 1
ΔE to the lowest compared entry with this formula, charge and spin (kJ/mol): 520.2

Element x y z (Å)
C  -1.74289  -0.72056  -0.88589
C  0.87068  1.91050  -0.15314
C  1.45880  -0.48008  -0.90170
C  -0.81809  -0.02744  0.06300
C  0.53710  0.45575  -0.19372
C  -0.49424  -0.49436  1.48304
O  -1.36728  0.64953  1.20484
N  -0.63528  -1.67934  2.00553
H  -0.37824  -1.66362  2.99251
H  0.59498  0.06308  1.57496
H  -1.18775  -1.39042  -1.54509
H  -2.28626  0.00603  -1.49512
H  -2.46552  -1.31128  -0.32444
H  2.50340  -0.19586  -0.76726
H  1.90186  2.08252  0.15911
H  0.18651  2.45544  0.49468
H  0.77162  2.30934  -1.17351
H  1.24453  -0.46224  -1.97756
H  1.30606  -1.50696  -0.56022

Forces on atoms 1 to 3 (eV/Å):
0.063 -0.180 0.142
0.082 -0.065 0.467
-0.004 -0.033 0.121

Charges in e, computed with natural (NBO), in the same order as the atoms:
1 C -0.624
2 C -0.682
3 C -0.698
4 C 0.074
5 C 0.287
6 C 0.308
7 O -0.489
8 N -0.809
9 H 0.339
10 H 0.144
11 H 0.219
12 H 0.221
13 H 0.252
14 H 0.229
15 H 0.227
16 H 0.256
17 H 0.242
18 H 0.246
19 H 0.255

# 10
One molecule with the formula C6H11NO. Source: OMol25; level of theory: the ωB97M-V functional and the def2-TZVPD basis.

Computed properties:
2S+1: 1
ΔE to the lowest compared entry with this formula, charge and spin (kJ/mol): 136.9

Element x y z (Å)
C  -2.69075  0.24493  -0.44080
C  -1.32448  0.47417  0.13272
C  -0.36601  -0.46586  0.14657
N  -0.51297  -1.78842  -0.19713
C  0.77293  -0.15827  1.18746
C  1.81440  -0.19862  0.09250
C  2.31194  1.14845  -0.36827
O  2.31815  -1.24742  -0.28552
H  -3.28632  -0.40595  0.20265
H  -3.22036  1.18715  -0.55996
H  -2.63162  -0.23547  -1.42024
H  -1.09753  1.47599  0.46166
H  -1.31857  -2.02143  -0.75721
H  0.37796  -2.25860  -0.32130
H  0.68135  0.80692  1.67557
H  0.85941  -1.00744  1.86355
H  2.92748  1.03809  -1.25773
H  1.47620  1.81414  -0.57900
H  2.90878  1.59762  0.42447

Forces on atoms 1 to 3 (eV/Å):
0.203 0.053 -0.236
-0.308 -0.216 -1.151
-1.473 1.111 3.165

Charges in e, computed with natural (NBO), in the same order as the atoms:
1 C -0.653
2 C -0.270
3 C 0.182
4 N -0.837
5 C -0.516
6 C 0.599
7 C -0.715
8 O -0.595
9 H 0.212
10 H 0.220
11 H 0.204
12 H 0.198
13 H 0.391
14 H 0.414
15 H 0.227
16 H 0.241
17 H 0.233
18 H 0.229
19 H 0.234

# 11
A 3-piece molecular cluster, C6H11NO overall. Source: OMol25; level of theory: the ωB97M-V functional and the def2-TZVPD basis.

Computed properties:
2S+1: 1
ΔE to the lowest compared entry with this formula, charge and spin (kJ/mol): 834.6

Element x y z (Å)
C  -2.18859  -0.18559  0.46573
C  -0.21111  1.99539  -0.06828
C  -0.00067  -0.62449  -0.59363
C  -0.05326  0.55284  -0.23754
N  0.02622  -1.93700  -0.69649
C  2.08345  0.36763  -0.69909
C  2.91159  -0.09010  0.21953
O  -2.03262  -1.46168  1.09245
H  -2.82114  -1.69675  1.59658
H  -0.45216  -2.39117  0.07986
H  -0.18750  -2.32462  -1.60463
H  -2.35881  0.61205  1.19182
H  -2.92507  -0.19425  -0.34175
H  2.39740  0.88194  -1.60571
H  0.50652  2.52685  -0.69497
H  -0.01544  2.27058  0.97014
H  -1.22521  2.30182  -0.32696
H  2.54922  -0.60554  1.10778
H  3.99716  0.00208  0.14518

Forces on atoms 1 to 3 (eV/Å):
-0.181 -0.163 0.146
-0.003 0.137 0.079
-0.151 0.610 0.280

Charges in e, computed with natural (NBO), in the same order as the atoms:
1 C -0.238
2 C -0.675
3 C 0.327
4 C 0.085
5 N -0.811
6 C -0.270
7 C -0.473
8 O -0.794
9 H 0.473
10 H 0.436
11 H 0.396
12 H 0.137
13 H 0.137
14 H 0.170
15 H 0.243
16 H 0.243
17 H 0.237
18 H 0.187
19 H 0.190

# 12
C6H11NO as an isolated structure. Source: OMol25; level of theory: the ωB97M-V functional and the def2-TZVPD basis.

Computed properties:
2S+1: 1
ΔE to the lowest compared entry with this formula, charge and spin (kJ/mol): 387.9

Element x y z (Å)
C  -0.24480  -0.11765  -0.28090
C  -0.60207  1.03938  0.45109
C  0.60317  -0.31895  1.13072
C  0.58386  -0.07459  -1.52999
C  -0.26215  2.44272  0.10174
C  -0.56558  -1.43026  0.52253
N  -0.01341  -2.58496  -0.14261
O  -1.64204  -1.50369  1.17533
H  -1.41623  0.89649  1.15872
H  -0.77952  -3.15385  -0.49009
H  0.57312  -3.12996  0.47817
H  0.33771  -0.11620  2.15950
H  1.65596  -0.20711  0.89261
H  1.56386  0.40158  -1.42134
H  0.75914  -1.07717  -1.91612
H  0.07088  0.48081  -2.31883
H  -0.08750  3.03702  1.00107
H  -1.12752  2.88759  -0.40417
H  0.59313  2.52879  -0.56743

Forces on atoms 1 to 3 (eV/Å):
-0.789 -0.617 0.577
0.421 -1.293 0.032
0.169 0.748 -0.050

Charges in e, computed with natural (NBO), in the same order as the atoms:
1 C -0.053
2 C -0.011
3 C -0.455
4 C -0.644
5 C -0.659
6 C 0.560
7 N -0.895
8 O -0.762
9 H 0.258
10 H 0.384
11 H 0.372
12 H 0.280
13 H 0.223
14 H 0.210
15 H 0.262
16 H 0.230
17 H 0.232
18 H 0.244
19 H 0.223